1.
The following is a DFT calculation (ωB97M-V with the def2-TZVPD basis set) of the molecule C5H8O.

```
! wB97M-V def2-TZVPD RIJCOSX def2/J DEFGRID3
* xyz 0 1
C -1.50 -0.77 -0.20
C -0.22 -0.31 -0.84
C 0.67 0.86 -0.46
C 0.64 1.07 1.04
O 0.98 -0.31 1.29
C 1.06 -0.57 -0.13
H -1.32 -0.88 0.88
H -1.76 -1.77 -0.58
H -2.33 -0.10 -0.39
H -0.10 -0.51 -1.90
H 1.10 1.53 -1.19
H -0.33 1.35 1.48
H 1.40 1.77 1.42
H 1.72 -1.37 -0.41
*
```

- SMILES = C[C@H]1[C@H]2CO[C@@H]12
- LUMO (eV) = 1.11
- HOMO-LUMO gap (eV) = 10.2

---

2.
The following is a DFT calculation (ωB97M-V with the def2-TZVPD basis set) of the molecule C5H8O.

```
! wB97M-V def2-TZVPD RIJCOSX def2/J DEFGRID3
* xyz 0 1
C 0.89 -1.75 0.30
C 0.57 -0.44 0.97
O -0.84 -0.36 1.17
C -0.24 0.50 0.22
C -0.49 0.78 -1.22
C -0.85 1.79 -0.14
H 1.69 -1.69 -0.44
H 1.15 -2.51 1.05
H -0.03 -2.08 -0.20
H 1.22 -0.10 1.79
H -1.22 0.26 -1.82
H 0.42 1.06 -1.77
H -0.39 2.77 -0.10
H -1.89 1.76 0.17
*
```

- SMILES = C[C@@H]1OC12CC2
- LUMO (eV) = 1.16
- HOMO-LUMO gap (eV) = 10.6

---

3.
The following is a DFT calculation (ωB97M-V with the def2-TZVPD basis set) of the molecule C5H8O at a distorted geometry.

```
! wB97M-V def2-TZVPD RIJCOSX def2/J DEFGRID3
* xyz 0 1
C -2.70 -0.32 0.15
C -1.42 -0.18 -0.05
C -0.29 0.77 -0.46
C 0.62 -0.41 -0.56
C 1.80 -0.59 0.31
O -0.43 -1.29 -0.04
H -3.09 -1.25 0.54
H -3.36 0.51 0.17
H -0.53 1.27 -1.30
H -0.13 1.43 0.35
H 0.63 -0.48 -1.71
H 1.48 -1.12 1.37
H 2.40 0.32 0.59
H 2.66 -1.19 -0.15
*
```

- SMILES = C=C1C[C@@H](C)O1
- LUMO (eV) = 1.09
- HOMO-LUMO gap (eV) = 10.0

---

4.
The following is a DFT calculation (ωB97M-V with the def2-TZVPD basis set) of a structure of composition C5H8O.

```
! wB97M-V def2-TZVPD RIJCOSX def2/J DEFGRID3
* xyz 0 1
C 1.53 -0.85 -1.19
O 1.76 0.18 -0.23
C 0.74 1.04 -0.05
C -0.50 1.05 -0.88
C -0.86 0.61 0.32
C -1.90 -0.19 1.05
H 1.18 -0.43 -2.13
H 2.50 -1.34 -1.32
H 0.79 -1.58 -0.83
H 0.15 0.72 1.13
H 1.09 1.95 0.45
H -1.53 -1.19 1.27
H -2.16 0.30 1.99
H -2.81 -0.27 0.43
*
```

- LUMO (eV) = 0.81
- HOMO-LUMO gap (eV) = 9.5

---

5.
The following is a DFT calculation (ωB97M-V with the def2-TZVPD basis set) of the molecule C5H8O.

```
! wB97M-V def2-TZVPD RIJCOSX def2/J DEFGRID3
* xyz 0 1
C 0.81 -1.45 0.42
C 0.79 0.04 0.15
C 0.03 0.72 -1.02
C -1.32 0.40 -0.39
C -0.39 0.91 0.69
O 0.06 1.97 -0.24
H -0.19 -1.89 0.41
H 1.43 -1.98 -0.31
H 1.24 -1.64 1.42
H 1.80 0.48 0.23
H 0.29 0.79 -2.08
H -1.68 -0.63 -0.36
H -2.12 1.10 -0.61
H -0.75 1.16 1.69
*
```

- LUMO (eV) = 1.10
- HOMO-LUMO gap (eV) = 10.6

---

6.
The following is a DFT calculation (ωB97M-V with the def2-TZVPD basis set) of a cluster of 2 separate species, C5H8O in total.

```
! wB97M-V def2-TZVPD RIJCOSX def2/J DEFGRID3
* xyz 0 1
C 0.27 0.11 1.39
C -0.52 -0.08 0.35
C -1.16 -1.02 -0.58
C -1.56 0.46 -0.53
H 0.87 -0.71 1.79
H 0.43 1.10 1.80
H -0.63 -1.32 -1.49
H -1.80 -1.78 -0.14
H -2.48 0.74 -0.03
H -1.29 1.05 -1.41
C 1.97 0.36 -0.82
O 1.28 0.62 -1.78
H 2.47 1.15 -0.22
H 2.13 -0.67 -0.47
*
```

- SMILES = C=C1CC1.C=O
- LUMO (eV) = 1.02
- HOMO-LUMO gap (eV) = 10.7

---

7.
The following is a DFT calculation (ωB97M-V with the def2-TZVPD basis set) of the molecule C5H8O at a distorted geometry.

```
! wB97M-V def2-TZVPD RIJCOSX def2/J DEFGRID3
* xyz 0 1
C -1.45 -0.90 -0.45
C -1.15 0.58 -0.43
C 0.05 1.16 -0.38
C 1.37 0.46 -0.33
C 1.76 -0.28 0.72
O 0.99 -0.50 1.83
H -0.53 -1.49 -0.37
H -2.12 -1.17 0.39
H -1.98 -1.17 -1.38
H -2.02 1.24 -0.52
H 0.10 2.25 -0.35
H 2.04 0.60 -1.18
H 2.74 -0.76 0.79
H 0.19 -0.02 1.68
*
```

- SMILES = C/C=C\C=C/O
- LUMO (eV) = 0.98
- HOMO-LUMO gap (eV) = 9.7

---

8.
The following is a DFT calculation (ωB97M-V with the def2-TZVPD basis set) of the molecule C5H8O.

```
! wB97M-V def2-TZVPD RIJCOSX def2/J DEFGRID3
* xyz 0 1
C 1.50 1.10 -0.36
C 0.76 0.09 0.44
C -0.57 0.21 1.01
C -1.24 -0.97 0.35
C -1.18 -1.06 -1.05
O -0.41 -0.41 -1.78
H 0.86 1.93 -0.67
H 2.33 1.50 0.26
H 1.96 0.66 -1.25
H 1.30 -0.82 0.69
H -1.04 1.18 0.83
H -0.55 0.01 2.09
H -1.77 -1.71 0.95
H -1.95 -1.71 -1.52
*
```

- LUMO (spin up / spin down) (eV) = -0.80 / -0.10
- HOMO-LUMO gap (spin up / spin down) (eV) = 6.8 / 7.9

---

E_tot / Eh: -270.465380; -270.454615; -270.455421; -270.347396; -270.444246; -270.444145; -270.510696; -270.431499
Relative energy (zero: lowest compared OMol25 entry of this formula, charge and spin) / kcal/mol: 58.1; 64.8; 64.3; 132.1; 71.3; 71.4; 29.6; 79.3